{
  "formula": "C45H32BCoF4I2NO2P2",
  "method": "ωB97M-V/def2-TZVPD",
  "multiplicity": 2,
  "de_lowest_kcal_mol": 0.0,
  "s2": 0.912,
  "e_homo_ev": [-7.285, -7.247],
  "gap_ev": [6.9, 7.4],
  "symbols": ["Co", "O", "C", "C", "C", "C", "C", "C", "P", "C", "C", "C", "C", "C", "C", "C", "C", "C", "C", "C", "C", "C", "C", "C", "C", "C", "C", "P", "C", "C", "C", "C", "C", "C", "C", "C", "C", "C", "C", "C", "H", "H", "H", "H", "H", "H", "H", "H", "H", "H", "H", "H", "H", "H", "H", "H", "H", "H", "H", "H", "H", "H", "H", "H", "H", "H", "H", "H", "I", "C", "C", "C", "I", "C", "C", "C", "C", "N", "C", "C", "O", "H", "H", "H", "H", "F", "B", "F", "F", "F"],
  "coordinates": [[-0.51306, 0.54632, 0.08007], [2.57610, -0.95662, -0.14562], [3.34657, -0.75911, 0.96532], [4.68630, -1.11920, 1.00614], [5.40474, -0.89718, 2.16755], [4.79025, -0.31633, 3.27164], [3.46790, 0.08487, 3.18921], [2.72565, -0.11301, 2.02420], [0.99549, 0.52994, 1.92493], [1.25168, 2.18663, 2.63019], [0.29992, 2.79200, 3.44459], [0.47938, 4.09985, 3.87420], [1.59944, 4.81540, 3.48281], [2.54397, 4.22549, 2.65207], [2.37115, 2.91873, 2.22495], [0.21251, -0.54197, 3.18546], [0.10326, -0.24400, 4.53885], [-0.44174, -1.17440, 5.41602], [-0.86309, -2.41196, 4.95379], [-0.73940, -2.72528, 3.60571], [-0.21193, -1.79108, 2.72688], [2.32824, -2.18776, -0.68511], [3.00233, -3.35691, -0.37609], [2.66014, -4.51862, -1.05937], [1.66939, -4.51085, -2.02612], [0.96841, -3.33750, -2.28253], [1.27196, -2.16682, -1.59900], [0.33389, -0.59722, -1.71755], [-1.03309, -1.04126, -2.82472], [-1.31458, -0.31748, -3.97773], [-2.46910, -0.58473, -4.70319], [-3.34514, -1.57414, -4.28369], [-3.06375, -2.31159, -3.13851], [-1.91519, -2.04262, -2.41162], [1.46112, 0.47441, -2.66127], [2.08217, -0.01174, -3.80947], [2.96002, 0.79073, -4.52238], [3.22829, 2.08197, -4.08560], [2.61769, 2.57007, -2.93836], [1.73343, 1.76951, -2.22889], [5.15670, -1.55455, 0.13375], [6.45063, -1.17561, 2.20937], [5.34712, -0.15990, 4.18663], [3.00055, 0.57421, 4.03645], [-0.60083, 2.26769, 3.71984], [-0.28119, 4.56097, 4.49098], [1.73091, 5.83941, 3.81129], [3.41339, 4.78475, 2.33028], [3.11278, 2.46978, 1.57533], [0.44109, 0.71202, 4.91752], [-0.53664, -0.92725, 6.46651], [-1.28802, -3.13230, 5.64215], [-1.05880, -3.69352, 3.23906], [-0.12051, -2.03291, 1.67142], [3.77788, -3.37791, 0.37522], [3.18874, -5.43656, -0.83105], [1.42564, -5.41665, -2.56645], [0.16580, -3.33527, -3.00867], [-0.65926, 0.48835, -4.28521], [-2.69441, 0.00656, -5.58330], [-4.25453, -1.76557, -4.84120], [-3.75060, -3.07847, -2.80136], [-1.71531, -2.59733, -1.50138], [1.87977, -1.02299, -4.14609], [3.43495, 0.40820, -5.41750], [3.91172, 2.71002, -4.64443], [2.81743, 3.58124, -2.60250], [1.23535, 2.16592, -1.35327], [-2.05083, 3.52710, -3.75274], [-3.12101, 2.15390, -2.61300], [-4.50052, 1.98324, -2.81821], [-5.20639, 1.06494, -2.09286], [-7.25227, 0.85831, -2.48258], [-4.55818, 0.26951, -1.11777], [-5.18002, -0.71169, -0.31292], [-4.44559, -1.42184, 0.59016], [-3.07007, -1.17114, 0.70645], [-2.45387, -0.27861, -0.02455], [-3.17408, 0.45573, -0.92514], [-2.43026, 1.42840, -1.66382], [-1.14245, 1.55474, -1.43647], [-5.00141, 2.58670, -3.56306], [-6.24401, -0.88309, -0.41398], [-4.90721, -2.16740, 1.22379], [-2.46979, -1.71915, 1.42313], [-2.53780, 3.37606, 2.69194], [-2.77685, 2.49641, 1.63974], [-3.59888, 1.43888, 2.03507], [-3.23560, 3.13920, 0.50584], [-1.43458, 1.88093, 1.28985]]
}